(1)
Density functional theory data (ωB97M-V/def2-TZVPD) for C8H24B2CsO4S2 as an isolated structure in a non-equilibrium geometry.

Geometry as XYZ:
```
41
Properties=species:S:1:pos:R:3:forces:R:3
Cs 1.082473 -2.113545 -0.926676 0.0 0.7 -0.3
B 1.928832 0.419703 -5.575119 -0.2 0.1 0.0
H 1.756585 1.262770 -4.924101 -0.9 3.6 2.4
H 2.468709 0.725802 -6.457764 1.9 1.3 -3.7
H 2.643693 -0.173916 -5.026629 2.9 -3.0 2.4
H 1.011746 -0.111144 -5.778599 -3.7 -2.2 -0.9
B 0.472238 2.755168 1.245178 -0.1 0.0 -0.1
H 1.067656 2.013520 1.754746 2.6 -3.4 1.9
H 0.208545 2.492402 0.232433 -0.7 -1.3 -4.3
H -0.473411 2.788494 1.763719 -3.9 0.4 2.3
H 1.016393 3.686419 1.275601 2.0 3.8 0.1
C 4.756374 -1.612521 5.884532 -1.4 0.4 0.6
C 5.103117 -2.417590 4.686191 1.6 -0.1 -1.5
C 6.555712 -2.024092 4.248075 -0.7 0.3 0.1
S 6.614741 -0.162822 4.645086 1.9 1.2 -0.2
O 6.361207 0.669957 3.444321 0.4 -1.8 1.9
O 7.837900 0.143185 5.475715 -2.9 -1.0 -1.7
C 5.087292 -0.159900 5.693266 1.7 0.4 -0.4
H 5.239793 -1.981406 6.789154 -0.1 -0.2 0.0
H 3.669284 -1.648661 5.955368 -0.1 -0.3 0.7
H 4.465909 -2.164499 3.838836 -0.2 0.1 0.1
H 4.968088 -3.484495 4.863906 0.3 0.0 0.0
H 6.735754 -2.197010 3.187050 -0.1 0.5 0.0
H 7.351595 -2.560785 4.764444 -0.1 0.4 0.4
H 4.353916 0.440679 5.155140 0.1 -0.1 0.1
H 5.416969 0.295408 6.627116 -0.2 0.3 -0.2
C -6.494214 1.234907 -4.484797 3.0 0.7 -1.4
C -7.658293 0.950334 -3.652457 -2.9 -1.7 2.2
C -7.367609 0.007588 -2.403522 1.7 -0.5 -1.7
S -5.914627 -0.940261 -3.056596 2.0 1.5 -0.3
O -6.368324 -1.890063 -4.047363 -0.5 -0.1 0.5
O -4.900951 -1.336293 -2.080264 -1.4 0.0 -0.4
C -5.235081 0.476626 -3.994212 -1.1 -0.1 1.1
H -6.352738 2.312939 -4.407666 0.6 0.0 -0.1
H -6.544915 1.056628 -5.558920 -0.8 -0.3 0.1
H -8.458653 0.488753 -4.230793 -0.1 0.0 0.0
H -8.060276 1.858475 -3.203249 -0.1 0.0 -0.2
H -8.019071 -0.838863 -2.186226 -0.6 0.7 0.2
H -7.025492 0.598315 -1.553760 -0.2 -0.4 0.1
H -4.561131 0.038925 -4.730634 -0.1 0.4 0.0
H -4.739735 1.100867 -3.250533 0.5 -0.3 -0.1
```
Positions in Å, forces in eV/Å.

## Properties
molar mass = 402.9 g/mol
LUMO energy = 0.43 eV
net charge = -1
F_max = 4.83 eV/Å

---

(2)
Density functional theory data (ωB97M-V/def2-TZVPD) for C8H24Ba2NO7 as an isolated structure in a non-equilibrium geometry.

Geometry as XYZ:
```
42
Properties=species:S:1:pos:R:3:forces:R:3
Ba -0.808354 -2.971333 2.393196 0.2 0.8 -0.7
Ba 0.328606 1.693726 4.219455 0.6 -0.2 -1.1
N 0.594493 0.378882 1.017881 -0.6 4.4 -3.2
O 0.365717 0.330458 -0.193793 0.3 -0.2 1.3
O 0.798781 1.507214 1.578877 0.0 0.1 0.2
O 0.562084 -0.571517 1.732350 -0.2 -4.5 3.0
C 3.886925 -0.405761 4.676768 -0.2 -0.5 -0.7
C 3.607380 0.426898 3.405594 0.7 -1.5 1.2
O 3.031652 1.649706 3.840603 -0.6 0.9 -0.3
H 3.143987 -0.334828 5.471199 -0.2 0.6 0.0
H 4.860047 -0.145796 5.093366 -0.1 -0.3 0.0
H 3.799152 -1.462240 4.423318 0.7 -0.1 -0.1
H 2.972495 -0.112405 2.702624 -0.4 0.3 0.1
H 4.559460 0.578147 2.896895 -0.1 0.3 -0.1
H 3.649828 2.346763 3.609116 -0.1 0.4 0.0
C -3.873641 2.542213 -0.254919 -0.2 0.2 0.4
C -2.574975 2.669878 0.524455 -0.2 -1.1 -2.1
O -1.797980 3.659974 -0.082121 0.5 1.6 0.9
H -3.702463 2.396627 -1.321502 0.1 0.1 0.1
H -4.372356 3.493162 -0.067644 -0.4 -0.1 -0.4
H -4.496616 1.722033 0.101871 -0.1 0.0 0.1
H -2.020157 1.741141 0.391365 0.1 -0.5 0.8
H -2.855040 2.910900 1.549921 0.6 0.2 0.2
H -1.293191 3.384318 -0.850746 -0.2 -0.5 0.1
C 0.254227 -0.660360 -4.405362 0.6 -1.2 -0.3
C 1.398226 -0.180726 -3.517189 -0.2 1.0 -0.6
O 1.056549 1.043428 -2.838186 0.5 -0.9 -0.2
H 0.191506 -0.280071 -5.424944 0.2 0.6 0.3
H -0.749336 -0.613818 -3.982502 0.1 0.1 0.3
H 0.508223 -1.707268 -4.571405 -0.4 -0.4 -0.1
H 2.300744 -0.046311 -4.113407 -0.2 0.6 -0.3
H 1.768669 -0.947348 -2.836623 -0.6 -0.2 0.6
H 0.618125 0.730983 -2.043351 0.0 0.5 0.1
C -2.474056 -2.777404 -1.916464 1.3 -1.8 -1.7
C -1.089338 -3.104252 -1.311586 -2.3 0.1 0.6
O -1.059606 -2.209333 -0.220461 0.9 0.6 2.2
H -3.316452 -3.309020 -1.473900 0.2 0.4 0.7
H -2.423349 -3.255368 -2.894768 -0.4 0.6 -0.6
H -2.601166 -1.697413 -1.991029 -0.2 -0.1 -0.2
H -0.202966 -2.960651 -1.929503 -0.3 -0.2 -0.2
H -1.153246 -4.073550 -0.817141 0.5 -0.4 -0.6
H -1.392588 -1.379678 -0.570307 0.3 0.5 0.3
```
Positions in Å, forces in eV/Å.

## Properties
molar mass = 520.9 g/mol
LUMO energy (alpha / beta) = -6.70 / -7.01 eV
net charge = +2
F_max = 5.52 eV/Å
spin multiplicity = 2
<S²> = 0.750

---

Please write out number 1 again, unchanged.
Density functional theory data (ωB97M-V/def2-TZVPD) for C8H24B2CsO4S2 as an isolated structure in a non-equilibrium geometry.

Geometry as XYZ:
```
41
Properties=species:S:1:pos:R:3:forces:R:3
Cs 1.082473 -2.113545 -0.926676 0.0 0.7 -0.3
B 1.928832 0.419703 -5.575119 -0.2 0.1 0.0
H 1.756585 1.262770 -4.924101 -0.9 3.6 2.4
H 2.468709 0.725802 -6.457764 1.9 1.3 -3.7
H 2.643693 -0.173916 -5.026629 2.9 -3.0 2.4
H 1.011746 -0.111144 -5.778599 -3.7 -2.2 -0.9
B 0.472238 2.755168 1.245178 -0.1 0.0 -0.1
H 1.067656 2.013520 1.754746 2.6 -3.4 1.9
H 0.208545 2.492402 0.232433 -0.7 -1.3 -4.3
H -0.473411 2.788494 1.763719 -3.9 0.4 2.3
H 1.016393 3.686419 1.275601 2.0 3.8 0.1
C 4.756374 -1.612521 5.884532 -1.4 0.4 0.6
C 5.103117 -2.417590 4.686191 1.6 -0.1 -1.5
C 6.555712 -2.024092 4.248075 -0.7 0.3 0.1
S 6.614741 -0.162822 4.645086 1.9 1.2 -0.2
O 6.361207 0.669957 3.444321 0.4 -1.8 1.9
O 7.837900 0.143185 5.475715 -2.9 -1.0 -1.7
C 5.087292 -0.159900 5.693266 1.7 0.4 -0.4
H 5.239793 -1.981406 6.789154 -0.1 -0.2 0.0
H 3.669284 -1.648661 5.955368 -0.1 -0.3 0.7
H 4.465909 -2.164499 3.838836 -0.2 0.1 0.1
H 4.968088 -3.484495 4.863906 0.3 0.0 0.0
H 6.735754 -2.197010 3.187050 -0.1 0.5 0.0
H 7.351595 -2.560785 4.764444 -0.1 0.4 0.4
H 4.353916 0.440679 5.155140 0.1 -0.1 0.1
H 5.416969 0.295408 6.627116 -0.2 0.3 -0.2
C -6.494214 1.234907 -4.484797 3.0 0.7 -1.4
C -7.658293 0.950334 -3.652457 -2.9 -1.7 2.2
C -7.367609 0.007588 -2.403522 1.7 -0.5 -1.7
S -5.914627 -0.940261 -3.056596 2.0 1.5 -0.3
O -6.368324 -1.890063 -4.047363 -0.5 -0.1 0.5
O -4.900951 -1.336293 -2.080264 -1.4 0.0 -0.4
C -5.235081 0.476626 -3.994212 -1.1 -0.1 1.1
H -6.352738 2.312939 -4.407666 0.6 0.0 -0.1
H -6.544915 1.056628 -5.558920 -0.8 -0.3 0.1
H -8.458653 0.488753 -4.230793 -0.1 0.0 0.0
H -8.060276 1.858475 -3.203249 -0.1 0.0 -0.2
H -8.019071 -0.838863 -2.186226 -0.6 0.7 0.2
H -7.025492 0.598315 -1.553760 -0.2 -0.4 0.1
H -4.561131 0.038925 -4.730634 -0.1 0.4 0.0
H -4.739735 1.100867 -3.250533 0.5 -0.3 -0.1
```
Positions in Å, forces in eV/Å.

## Properties
molar mass = 402.9 g/mol
LUMO energy = 0.43 eV
net charge = -1
F_max = 4.83 eV/Å